85
Properties=species:S:1:pos:R:3:forces:R:3:mulliken_charge:R:1 method="wB97M-V/def2-TZVPD" e_lumo_ev="1.85 / 1.77" spin_multiplicity=4 e_above_lowest_kj_mol=67.7 e_homo_ev="-4.59 / -3.60" total_charge=-1
Tc 0.33031 0.26400 0.25509 0.24 0.09 0.08 0.21
S -1.07738 1.80156 -2.99682 -0.03 -0.02 -0.03 0.70
S -2.20130 -3.77961 0.12156 -0.07 -0.04 0.00 1.25
F 1.69480 5.41705 -4.06074 -0.01 -0.01 0.00 -0.36
O 0.63925 1.07470 2.17060 0.03 -0.02 -0.13 -0.56
O 0.81054 2.58051 3.79869 0.02 -0.02 -0.05 -0.80
O 0.14040 1.93224 -3.86491 0.07 0.21 0.10 -0.70
O 0.56973 2.19698 -0.44170 0.01 0.45 -0.05 -0.63
O -2.54160 -4.68467 1.19103 0.00 0.01 -0.01 -0.74
O -3.29538 -3.23203 -0.64832 0.04 0.06 -0.02 -0.78
N -1.29677 -2.52099 0.55763 0.12 0.04 -0.02 -0.39
N 1.55520 -6.42901 -3.66172 -0.02 -0.04 -0.04 -0.63
N 0.24496 -3.90111 1.68965 0.08 -0.05 -0.03 -0.37
N 1.54519 5.70656 1.42458 -0.03 0.02 -0.02 0.25
N 0.68471 -1.59664 1.25564 -0.34 -0.39 -0.06 0.23
C -2.56492 0.01817 -1.64713 -0.01 -0.04 -0.02 -1.30
C 1.99644 6.94205 2.09811 0.02 0.01 0.00 0.58
C 1.85700 6.69028 -2.10691 0.00 0.01 0.02 -0.78
C 0.92069 3.23438 0.17154 -0.10 -0.18 -0.01 1.22
C 1.55311 5.64853 0.02859 0.01 -0.02 -0.03 -0.57
C 2.01919 8.14127 -0.07613 -0.01 0.01 0.00 -1.10
C 0.78252 2.26330 2.61190 -0.07 0.08 0.10 0.10
C 0.37797 -6.41464 -1.53614 0.00 0.00 -0.02 -0.73
C 1.28141 4.59094 2.12119 0.01 -0.01 -0.01 -0.08
C -0.93302 -4.09203 -2.27579 0.02 0.04 -0.02 0.00
C 1.35248 -3.95460 2.39259 -0.06 -0.03 0.00 -0.14
C 2.07584 -1.73182 -1.92860 -0.03 -0.06 0.02 -0.12
C -0.51730 -5.81929 -0.66038 0.04 0.02 0.03 -0.12
C 0.97580 3.37283 1.59028 0.05 -0.01 0.01 -0.67
C 1.06749 -0.98975 -2.56212 -0.04 -0.05 -0.05 1.42
C 1.33489 4.33490 -2.00542 -0.08 -0.05 -0.08 -1.14
C -0.03059 -4.67293 -3.14407 0.00 0.01 0.01 -0.49
C 1.60685 6.99491 3.56516 -0.01 -0.01 0.00 -1.92
C 1.19152 -0.82570 -3.94516 -0.01 0.04 -0.03 -0.10
C 2.25436 -1.37531 -4.65141 0.03 -0.03 0.03 -1.02
C 2.16375 -2.85242 2.63583 0.03 0.06 -0.03 -0.90
C 1.63305 5.46389 -2.71595 0.00 -0.02 -0.03 -0.26
C -1.29801 0.05950 -2.50530 -0.04 -0.04 -0.02 -0.25
C -0.13555 -2.70495 1.17498 -0.03 0.08 0.10 0.21
C 1.81867 6.80092 -0.73410 -0.01 -0.02 -0.02 1.15
C 3.23445 -2.11185 -4.00334 0.01 0.00 -0.04 -0.52
C -1.16584 -4.65227 -1.02607 -0.05 0.03 0.02 -0.79
C 1.78464 -1.69035 2.00203 0.05 0.02 -0.02 -0.16
C 3.13452 -2.28441 -2.62811 0.00 -0.01 0.01 -0.99
C 0.64592 -5.83535 -2.77504 0.02 0.00 0.02 0.96
C -0.10753 -0.53131 -1.74428 -0.01 -0.09 0.03 0.79
C -2.38398 3.22954 -4.91440 0.02 0.00 0.00 -1.28
C 1.28162 4.42598 -0.60876 0.00 0.01 0.01 0.69
C -2.44816 1.89840 -4.18270 -0.06 0.03 0.06 -0.38
C 1.44892 8.13623 1.33040 0.00 -0.02 -0.01 -0.97
H 0.17591 -4.20637 -4.10076 0.01 -0.01 0.00 0.21
H 1.12294 3.39844 -2.51601 0.03 0.01 0.02 0.90
H 1.96512 -5.77503 -4.31123 0.02 0.02 0.02 0.24
H -2.70766 -0.99180 -1.26475 -0.02 -0.03 0.04 0.21
H 3.09115 6.96448 2.02147 -0.01 0.01 0.02 0.14
H 3.05795 -2.90504 3.23717 0.00 0.00 0.00 0.38
H -1.38152 3.38840 -5.31174 -0.01 0.00 -0.02 0.32
H 0.35757 8.06617 1.30175 0.00 0.01 0.01 0.33
H -1.47883 -0.48882 -3.44087 0.04 0.02 -0.04 0.75
H 2.04971 7.56087 -2.72206 0.00 -0.01 -0.01 0.50
H 3.88448 -2.85754 -2.09441 0.00 0.00 0.00 0.42
H -2.46574 0.68645 -0.78833 0.00 0.00 0.01 0.21
H -3.09262 3.24543 -5.74350 -0.02 0.01 0.01 0.41
H 2.00807 -1.89150 -0.85886 0.01 -0.01 -0.01 0.35
H 2.31730 -1.21460 -5.72187 -0.01 0.00 0.00 0.39
H 1.88943 7.97254 3.95540 0.00 0.00 0.00 0.44
H 0.52996 6.87344 3.69246 0.00 0.00 -0.01 0.38
H 1.54679 8.91414 -0.68470 0.01 0.00 0.00 0.44
H 2.11368 6.24247 4.16600 0.00 0.00 0.01 0.52
H -2.62394 4.05752 -4.24499 0.02 0.01 0.01 0.28
H -1.45175 -3.18615 -2.56121 -0.01 0.02 0.02 0.34
H -0.53633 -1.46200 -1.35294 0.02 -0.02 0.12 -0.99
H -3.37970 1.78823 -3.62815 0.00 0.00 -0.05 0.29
H 1.70990 9.05392 1.85897 0.01 0.00 0.00 0.36
H -3.46062 0.29321 -2.20668 0.02 -0.03 0.03 0.43
H 4.06603 -2.53351 -4.55577 0.00 0.00 0.00 0.41
H 2.26394 -6.98277 -3.20704 0.01 0.01 0.01 0.21
H 0.89366 -7.32511 -1.25023 0.00 0.00 0.00 0.30
H 3.08662 8.38101 -0.03457 0.00 -0.01 0.01 0.32
H 1.30952 4.64584 3.19830 0.00 -0.01 0.00 0.73
H 0.47263 -0.22748 -4.48482 0.01 -0.02 0.02 0.30
H -0.70441 -6.23169 0.32135 0.00 -0.01 -0.01 0.46
H 1.61504 -4.93279 2.78940 0.01 0.00 -0.01 0.39
H -2.33909 1.05730 -4.87113 0.04 -0.01 0.01 0.30
H 2.38226 -0.78982 2.06304 -0.02 0.01 0.03 0.38